# 1
DFT (the ωB97M-V functional and the def2-TZVPD basis) results for a 4-piece molecular cluster, H8O4 overall.

```
! wB97M-V def2-TZVPD RIJCOSX def2/J DEFGRID3
* xyz 0 1
O 9.67298 2.08374 -8.14915
H 11.82991 2.61522 -7.65266
H 13.10592 1.55620 -5.97905
H 9.63578 3.04856 -8.17075
H 14.34553 2.77335 -7.28761
O 12.92802 1.36054 -5.04359
H 15.28975 3.95183 -7.57454
O 12.65749 2.17071 -7.87288
H 9.22447 1.84046 -7.32876
H 12.37753 1.35021 -8.29819
O 15.15082 3.22206 -6.96315
H 13.40242 2.04572 -4.55970
*
```

frontier orbital gap: 0.41584 Eh
SMILES: O.O.O.O
LUMO: 0.32 eV
maximum force: 0.55 eV/Å
total energy: -305.7534 hartree

***

# 2
DFT (the ωB97M-V functional and the def2-TZVPD basis) results for a 4-piece molecular cluster, H8O4 overall in a non-equilibrium geometry.

```
! wB97M-V def2-TZVPD RIJCOSX def2/J DEFGRID3
* xyz 0 1
H -2.14397 -1.09824 -0.03295
H 3.11074 -1.09724 0.42810
H 1.98463 -2.00019 -0.04793
H 1.77232 1.09805 0.48863
O 1.11121 1.32442 -0.17520
O -0.78933 1.14219 -0.26032
H -3.36991 -1.78976 0.54057
O -3.05463 -1.33099 -0.24628
H -0.80787 1.90766 -0.84574
H -1.49419 1.31493 0.37397
O 2.85902 -1.68022 -0.29700
H 0.82196 2.20938 0.07414
*
```

frontier orbital gap: 0.35788 Eh
SMILES: O.O.O.O
LUMO: 0.40 eV
maximum force: 5.89 eV/Å
total energy: -305.6630 hartree

***

# 3
DFT (the ωB97M-V functional and the def2-TZVPD basis) results for a 4-piece molecular cluster, H8O4 overall in a non-equilibrium geometry.

```
! wB97M-V def2-TZVPD RIJCOSX def2/J DEFGRID3
* xyz 1 2
H -1.25659 -1.29293 2.14230
H 0.95235 1.38415 -1.37837
H 1.52259 -0.74175 -1.55162
H 2.06673 2.32598 -1.78214
H -0.71492 0.98233 0.72129
O -0.61779 0.03266 0.79151
O 1.11482 2.27186 -1.69744
O 0.66892 -0.31338 -1.48858
O -1.47434 -1.96143 2.79186
H -2.07415 -1.52316 3.39549
H -0.24774 -0.23362 -0.05015
H 0.06009 -0.93073 -1.89411
*
```

frontier orbital gap (spin up / spin down): 0.47600 / 0.09239 Eh
expectation value of S²: 0.756
LUMO (spin up / spin down): -3.49 / -11.74 eV
maximum force: 1.87 eV/Å
total energy: -305.3288 hartree

***

# 4
DFT (the ωB97M-V functional and the def2-TZVPD basis) results for a 4-piece molecular cluster, H8O4 overall in a non-equilibrium geometry.

```
! wB97M-V def2-TZVPD RIJCOSX def2/J DEFGRID3
* xyz 1 2
O 0.59417 -1.67708 0.53195
O -0.90682 0.27710 2.09331
H 0.73357 -2.50737 0.98740
O 0.43966 2.63574 -1.62771
H 1.47434 -1.37748 0.30437
H -1.16637 -0.75169 -2.08153
H 0.06021 1.75866 -1.57316
H -0.77617 -0.08891 2.96806
H -0.31372 -0.22319 1.53280
O -0.70520 -0.12771 -1.52100
H 0.91553 2.74299 -0.80413
H -0.34920 -0.66106 -0.81034
*
```

frontier orbital gap (spin up / spin down): 0.48883 / 0.12170 Eh
expectation value of S²: 0.757
LUMO (spin up / spin down): -3.78 / -11.64 eV
maximum force: 1.92 eV/Å
total energy: -305.3369 hartree

***

# 5
DFT (the ωB97M-V functional and the def2-TZVPD basis) results for H8O4Sn as an isolated structure in a non-equilibrium geometry.

```
! wB97M-V def2-TZVPD RIJCOSX def2/J DEFGRID3
* xyz 2 1
H -3.17471 0.03048 -2.25314
H -1.63931 -0.18573 1.37047
H -2.36792 -1.24204 -1.97699
H 1.77282 -2.50471 0.41111
H 3.14040 -1.82210 0.27912
O 2.26046 -1.86342 -0.12774
O -2.27119 -0.28753 -2.10245
O -1.34948 0.60010 0.88540
H 2.18369 1.58473 0.74149
H 1.27144 2.54502 1.49824
H -1.54775 1.34175 1.47509
O 1.26269 1.70032 1.01912
Sn 0.45886 0.10314 -1.21972
*
```

frontier orbital gap: 0.32979 Eh
LUMO: -11.01 eV
maximum force: 1.90 eV/Å
total energy: -519.3751 hartree

***

# 6
DFT (the ωB97M-V functional and the def2-TZVPD basis) results for H8O8PTl as an isolated structure in a non-equilibrium geometry.

```
! wB97M-V def2-TZVPD RIJCOSX def2/J DEFGRID3
* xyz 0 1
O -3.54568 6.86805 7.18614
H -1.93737 10.26801 7.59431
H -1.28288 9.75616 1.39801
Tl -2.74843 8.23147 4.67812
P -4.51680 10.87638 3.24225
O -4.97228 9.43122 3.08670
O -5.67315 11.86624 3.65740
H -3.37269 6.02217 7.59940
H 0.56950 9.61459 4.59131
O -0.35138 9.87549 4.57932
O -1.75745 9.61992 2.21804
O -2.70967 9.87784 7.18498
H -2.40800 10.32178 2.23830
H -4.05986 7.35067 7.83338
O -3.54097 10.90449 4.45022
H -0.34852 10.74795 4.18556
H -3.45069 10.28717 7.63172
O -3.75555 11.28623 2.02337
*
```

frontier orbital gap: 0.20890 Eh
LUMO: -4.14 eV
maximum force: 2.41 eV/Å
total energy: -1120.4915 hartree

***

# 7
DFT (the ωB97M-V functional and the def2-TZVPD basis) results for the molecule H8Si3 in a non-equilibrium geometry.

```
! wB97M-V def2-TZVPD RIJCOSX def2/J DEFGRID3
* xyz 0 1
Si -2.28559 -0.27965 -0.00601
H 0.67825 1.28883 1.59329
Si 2.20439 -0.40252 -0.35532
H -2.74908 -0.17821 1.43662
H -0.10452 1.92796 -0.54349
Si 0.22462 0.63933 0.33375
H 1.66792 -1.10826 -1.55422
H 3.59050 0.04743 -0.50645
H -2.65769 0.97637 -0.69674
H -2.98779 -1.50855 -0.52448
H 2.41898 -1.40273 0.82305
*
```

frontier orbital gap: 0.33832 Eh
SMILES: [SiH3][SiH2][SiH3]
LUMO: -0.33 eV
maximum force: 2.15 eV/Å
total energy: -873.1412 hartree

***

# 8
DFT (the ωB97M-V functional and the def2-TZVPD basis) results for H9LiO5 as an isolated structure in a non-equilibrium geometry.

```
! wB97M-V def2-TZVPD RIJCOSX def2/J DEFGRID3
* xyz 0 1
O 0.28051 -2.56665 0.04525
H 0.07994 2.87622 0.04631
O -0.06003 0.10394 0.31552
H -2.44036 -1.21649 -1.15742
H -1.33701 -0.23084 -0.78327
O 2.48031 0.52607 1.23851
H 1.53727 0.34178 1.27630
Li -1.29643 -0.11951 1.93318
O -2.01443 -0.51778 -1.38599
H 0.54167 0.34627 -0.40290
H 2.74076 0.35930 0.27093
H 0.84586 -2.72696 -0.71399
O -0.75470 2.66732 -0.40131
H -0.70872 1.73600 -0.40496
H 0.10537 -1.57868 0.12384
*
```

frontier orbital gap: 0.32938 Eh
LUMO: -1.52 eV
maximum force: 8.45 eV/Å
total energy: -389.1084 hartree

***

# 9
DFT (the ωB97M-V functional and the def2-TZVPD basis) results for H9NaO6 as an isolated structure in a non-equilibrium geometry.

```
! wB97M-V def2-TZVPD RIJCOSX def2/J DEFGRID3
* xyz -2 1
H 3.11389 1.78616 -0.32904
O -1.34965 2.88414 -2.01071
Na -0.22917 0.35805 0.15621
H 0.47900 -3.23806 -2.25908
O 2.57039 2.01273 0.45058
H -0.71649 3.40852 -2.50101
O 0.75532 -2.34830 -2.47869
H -3.56653 -2.18025 -0.75834
O -1.19635 1.66121 2.96527
O 1.36188 -1.45854 2.50931
H 2.28472 -1.34145 2.73489
H 0.91359 -1.51315 3.35328
H -0.82297 0.80794 3.26032
H 1.67967 -2.43473 -2.71182
H -2.20236 3.23348 -2.26975
O -3.07496 -1.63772 -0.11138
*
```

frontier orbital gap: 0.14543 Eh
LUMO: 4.30 eV
maximum force: 1.04 eV/Å
total energy: -618.9674 hartree

***

# 10
DFT (the ωB97M-V functional and the def2-TZVPD basis) results for a 4-piece molecular cluster, H9O4 overall in a non-equilibrium geometry.

```
! wB97M-V def2-TZVPD RIJCOSX def2/J DEFGRID3
* xyz 1 1
H -1.49406 2.22445 0.83336
H -0.01669 -0.79415 -0.77053
H -1.17225 -1.32788 -2.61446
H 0.13821 -0.93891 -3.27621
H -0.76815 0.34632 0.24219
H 2.22745 0.02535 2.76899
H 0.79357 -0.57968 0.56950
O -0.05731 -0.39292 0.14193
O -1.79329 1.38104 0.52276
O -0.35258 -0.86868 -2.44096
O 2.22011 -0.36837 1.89207
H -2.71585 1.36091 0.75933
H 2.99083 -0.06748 1.37203
*
```

frontier orbital gap: 0.47051 Eh
LUMO: -3.18 eV
maximum force: 2.09 eV/Å
total energy: -306.1056 hartree

***

# 11
DFT (the ωB97M-V functional and the def2-TZVPD basis) results for a 5-piece molecular cluster, H9O5 overall in a non-equilibrium geometry.

```
! wB97M-V def2-TZVPD RIJCOSX def2/J DEFGRID3
* xyz -1 1
H -0.77798 -1.22388 -2.87445
H 0.33284 -0.50484 1.97811
O -0.07302 0.18334 1.40052
H -0.41373 -2.39152 -0.05539
O -1.15805 -1.93612 0.43359
O 0.86732 0.39526 -0.94965
O 0.38522 2.71156 1.69474
O -0.13669 -1.74384 -2.37032
H 1.20316 1.29710 -1.03356
H 0.19055 1.75050 1.65654
H -0.85636 -0.99242 0.68304
H 0.56161 0.39651 0.19157
H -0.22124 3.07971 1.02798
H 0.09637 -1.02136 -1.78273
*
```

frontier orbital gap: 0.36154 Eh
LUMO: 4.25 eV
maximum force: 2.24 eV/Å
total energy: -381.6438 hartree

***

# 12
DFT (the ωB97M-V functional and the def2-TZVPD basis) results for a 2-piece molecular cluster, H9OPSi3 overall in a non-equilibrium geometry.

```
! wB97M-V def2-TZVPD RIJCOSX def2/J DEFGRID3
* xyz 0 1
O 1.81686 -1.46874 -0.18634
Si -2.78942 3.07436 -0.43524
H -0.41085 -0.38455 0.05540
H -4.20868 3.29088 -0.39413
H 1.55630 -3.58458 1.51663
P -2.68520 1.41642 0.92788
Si 2.12574 -3.06760 0.20191
H -2.17819 4.33387 -0.46144
H -2.53354 2.22486 -1.72402
H 1.57663 0.86843 -0.63306
Si 1.05999 -0.07291 0.28981
H 1.45924 0.24426 1.63964
H 3.52809 -2.98950 0.28962
H 1.68303 -3.88520 -1.08667
*
```

frontier orbital gap (spin up / spin down): 0.25657 / 0.25620 Eh
LUMO (spin up / spin down): -1.72 / -1.74 eV
maximum force: 2.72 eV/Å
total energy: -1290.3527 hartree

***

# 13
DFT (the ωB97M-V functional and the def2-TZVPD basis) results for a 2-piece molecular cluster, HI2PS2 overall in a non-equilibrium geometry.

```
! wB97M-V def2-TZVPD RIJCOSX def2/J DEFGRID3
* xyz 0 1
H 0.23762 0.55681 -0.04013
I 3.76955 -1.64807 2.27964
S 1.66143 -1.48893 1.13411
I 2.02897 -0.84659 -2.26153
P 0.60916 -0.21763 2.43353
S -0.67432 0.38237 0.88824
*
```

frontier orbital gap (spin up / spin down): 0.18307 / 0.28843 Eh
LUMO (spin up / spin down): -3.12 / -1.60 eV
maximum force: 1.21 eV/Å
total energy: -1733.6882 hartree

***

# 14
DFT (the ωB97M-V functional and the def2-TZVPD basis) results for HIN3P3 as an isolated structure in a non-equilibrium geometry.

```
! wB97M-V def2-TZVPD RIJCOSX def2/J DEFGRID3
* xyz 0 1
H -0.48983 1.00052 -2.20657
P 2.60734 -0.17682 -0.93413
N 1.24708 0.38545 -1.28968
N -0.96912 -1.09384 2.21758
N -1.22421 0.24737 -0.09477
P -0.21823 1.15361 -0.92846
P -1.92463 -0.10735 1.37192
I 0.97159 -1.40895 1.86413
*
```

frontier orbital gap (spin up / spin down): 0.22576 / 0.22573 Eh
LUMO (spin up / spin down): -2.00 / -2.00 eV
maximum force: 2.89 eV/Å
total energy: -1486.5319 hartree

***

# 15
DFT (the ωB97M-V functional and the def2-TZVPD basis) results for HLuO2S as an isolated structure in a non-equilibrium geometry.

```
! wB97M-V def2-TZVPD RIJCOSX def2/J DEFGRID3
* xyz 2 1
S -0.71367 -0.59829 -0.84765
O -0.56741 -1.32606 0.61714
Lu 1.23850 -0.35550 1.56996
H 0.07877 -2.34206 0.95912
O 0.34247 0.51822 -0.66830
*
```

frontier orbital gap (spin up / spin down): 0.27330 / 0.23635 Eh
LUMO (spin up / spin down): -12.02 / -11.71 eV
maximum force: 4.06 eV/Å
total energy: -1783.9288 hartree

***

# 16
DFT (the ωB97M-V functional and the def2-TZVPD basis) results for an isolated ion of composition HN2O3 and charge -1 in a non-equilibrium geometry.

```
! wB97M-V def2-TZVPD RIJCOSX def2/J DEFGRID3
* xyz -1 1
O -3.28446 0.29325 0.25236
N -1.73194 0.03643 -0.16929
O -1.30838 -1.12355 -0.23213
N -1.06626 1.08441 -0.17144
H 0.36390 -0.15840 -0.06277
O 0.31448 0.81012 -0.23298
*
```

frontier orbital gap: 0.31635 Eh
SMILES: [O-][N+]([O-])=NO
LUMO: 4.67 eV
maximum force: 5.75 eV/Å
total energy: -335.6815 hartree

***

# 17
DFT (the ωB97M-V functional and the def2-TZVPD basis) results for the molecule HN2O3P in a non-equilibrium geometry.

```
! wB97M-V def2-TZVPD RIJCOSX def2/J DEFGRID3
* xyz 0 1
P -0.21244 0.14869 1.15215
O 1.00883 2.28131 1.70289
N 0.57462 1.67956 0.73142
H -0.23326 -0.29835 -0.07201
O 1.27613 -2.06956 1.51976
N 1.49362 -0.94804 1.28120
O 0.64531 2.11719 -0.34863
*
```

frontier orbital gap (spin up / spin down): 0.31098 / 0.31095 Eh
SMILES: O=NP[N+](=O)[O-]
LUMO (spin up / spin down): -1.12 / -1.12 eV
maximum force: 3.97 eV/Å
total energy: -676.9703 hartree

***

# 18
DFT (the ωB97M-V functional and the def2-TZVPD basis) results for a 2-piece molecular cluster, HN2O4S overall in a non-equilibrium geometry.

```
! wB97M-V def2-TZVPD RIJCOSX def2/J DEFGRID3
* xyz -1 1
S -0.72769 -1.23735 -0.75431
O 1.12584 2.69007 0.24473
H 0.19070 -2.18115 -1.07929
O -1.60127 -0.93415 -1.89737
O 0.13172 -0.19606 -0.23800
N 1.17025 1.72536 2.24896
N 1.11617 2.15847 1.22793
O -1.40572 -2.02520 0.24735
*
```

frontier orbital gap: 0.32034 Eh
LUMO: 3.82 eV
maximum force: 6.40 eV/Å
total energy: -809.2637 hartree

***

# 19
DFT (the ωB97M-V functional and the def2-TZVPD basis) results for a 2-piece molecular cluster, HN2O5 overall in a non-equilibrium geometry.

```
! wB97M-V def2-TZVPD RIJCOSX def2/J DEFGRID3
* xyz -1 1
O -1.52313 -0.08809 0.82197
O 0.95279 1.08717 0.38093
O -1.21508 1.43389 -0.65372
O 1.36071 -0.91119 -0.25788
H -0.16249 -0.30508 -0.48861
N 1.78815 0.21944 0.16474
N -1.02055 0.37261 -0.18098
O 3.00413 0.41246 0.28519
*
```

frontier orbital gap: 0.36814 Eh
LUMO: 4.63 eV
maximum force: 4.23 eV/Å
total energy: -486.1618 hartree

***

# 20
DFT (the ωB97M-V functional and the def2-TZVPD basis) results for the molecule HN5 in a non-equilibrium geometry.

```
! wB97M-V def2-TZVPD RIJCOSX def2/J DEFGRID3
* xyz 0 1
N 0.16886 0.72802 0.00412
N -0.13503 -1.18552 -0.70143
N 0.14312 -0.05580 -1.07716
N -0.32075 -1.18816 0.64970
H 0.28382 1.70805 0.09125
N -0.14002 -0.00659 1.03352
*
```

frontier orbital gap: 0.46446 Eh
SMILES: n1nn[nH]n1
LUMO: 0.97 eV
maximum force: 4.08 eV/Å
total energy: -274.3037 hartree